(1)
C33H37IN4PdSSi | the ωB97M-V functional and the def2-TZVPD basis

XYZ file:
```
78
Properties=species:S:1:pos:R:3:forces:R:3
Pd 0.348334 1.135915 -0.012328 1.2 0.6 -0.1
I -0.398721 3.227551 1.502437 0.0 0.0 0.0
C 1.190861 2.844545 2.811430 -0.1 0.0 0.0
C 1.319776 3.685707 3.877444 0.0 0.0 0.0
C 2.356454 3.472393 4.804033 0.0 0.0 0.0
C 3.201210 2.419684 4.620649 0.0 0.0 0.0
C 3.060943 1.539465 3.519121 0.0 0.0 0.0
C 3.952460 0.452202 3.386267 0.0 0.0 0.0
C 3.814195 -0.395468 2.332988 0.0 0.0 0.0
C 2.797626 -0.188822 1.375717 0.0 -0.1 0.0
C 1.892067 0.846740 1.415338 -0.5 -0.3 0.0
C 2.028975 1.733467 2.547410 0.1 0.0 0.0
H 0.632228 4.509714 4.013532 0.0 0.0 0.0
H 2.467470 4.138724 5.649086 0.0 0.0 0.0
H 4.004528 2.229909 5.322606 0.0 0.0 0.0
H 4.727220 0.313754 4.130705 0.0 0.0 0.0
H 4.483409 -1.239868 2.215825 0.0 0.0 0.0
H 2.767065 -0.918720 0.580631 -0.1 0.0 0.0
C 1.043916 -0.370019 -1.176603 0.0 0.1 -0.2
Si -0.083325 -1.828720 -0.938795 -0.2 0.1 0.2
C -0.590402 -1.891487 0.891719 0.1 0.0 -0.1
N -1.233488 -0.648330 1.340003 -0.2 -0.2 0.2
C -2.677541 -0.607162 1.026061 0.0 0.0 0.0
C -3.552192 -0.350963 2.248332 0.0 0.0 0.0
C -3.225597 -1.359545 3.347110 0.0 0.0 0.0
C -1.722367 -1.324137 3.700178 0.0 0.0 0.0
C -0.968938 -0.385933 2.758348 0.0 0.0 0.0
C 0.734274 -3.484985 -1.309074 0.0 0.1 -0.1
C 0.403163 -4.261500 -2.420347 0.0 0.0 0.0
C 1.043661 -5.468096 -2.672114 0.0 0.0 0.0
C 2.034858 -5.920528 -1.813975 0.0 0.0 0.0
C 2.385543 -5.160925 -0.706086 0.0 0.0 0.0
C 1.741794 -3.956982 -0.461803 0.0 0.0 0.0
C -1.646996 -1.670551 -1.982398 0.1 0.0 0.0
C -2.642779 -2.651248 -1.923051 0.0 0.0 0.0
C -3.838425 -2.511002 -2.609497 0.0 0.0 0.0
C -4.066748 -1.375465 -3.378176 0.0 0.0 0.0
C -3.090436 -0.394666 -3.459364 0.0 0.0 0.0
C -1.892509 -0.547650 -2.769706 0.0 0.0 0.0
H 1.013831 0.021404 -2.200305 0.0 0.0 0.0
H 2.079090 -0.651751 -1.009548 0.0 0.1 0.0
H 0.353245 -2.000035 1.438703 0.0 0.0 0.0
H -1.189104 -2.783595 1.138071 0.0 0.0 0.0
H -2.977134 -1.566956 0.592655 0.0 0.0 0.0
H -2.876934 0.147592 0.254942 0.0 0.0 0.0
H -4.600014 -0.429995 1.950254 0.0 0.0 0.0
H -3.410195 0.669927 2.613072 0.0 0.0 0.0
H -3.502459 -2.356117 2.991483 0.0 0.0 0.0
H -3.837345 -1.166907 4.229969 0.0 0.0 0.0
H -1.293161 -2.326294 3.637716 0.0 0.0 0.0
H -1.569268 -0.988964 4.728589 0.0 0.0 0.0
H 0.107824 -0.453520 2.911654 0.0 0.0 0.0
H -1.238140 0.650566 2.976093 0.0 0.0 0.0
H -0.369213 -3.921001 -3.100933 0.0 0.0 0.0
H 0.768895 -6.054193 -3.540430 0.0 0.0 0.0
H 2.535296 -6.860852 -2.008208 0.0 0.0 0.0
H 3.161275 -5.506331 -0.033948 0.0 0.0 0.0
H 2.034772 -3.374152 0.406437 0.0 0.0 0.0
H -2.481395 -3.542174 -1.323318 0.0 0.0 0.0
H -4.594417 -3.283953 -2.546259 0.0 0.0 0.0
H -5.001124 -1.260873 -3.913383 0.0 0.0 0.0
H -3.256436 0.492063 -4.058510 0.0 0.0 0.0
H -1.136444 0.225660 -2.848284 0.0 0.0 0.0
C 2.265128 5.984500 -3.431089 0.0 0.0 0.0
C 2.013607 4.605571 -4.043782 0.0 0.0 0.0
C 0.937758 3.861184 -3.326117 -0.1 0.0 0.0
N 1.157018 2.974003 -2.425973 0.1 0.0 -0.1
N 0.018225 2.488223 -1.853813 -0.5 -0.5 0.1
C -1.070721 3.001218 -2.345521 0.1 0.2 0.0
N -2.320583 2.618765 -1.966447 0.0 0.0 0.1
S -0.768100 4.177242 -3.581198 0.0 -0.1 0.1
H 3.065995 6.497975 -3.962085 0.0 0.0 0.0
H 2.551716 5.887090 -2.384265 0.0 0.0 0.0
H 1.371562 6.608407 -3.482199 0.0 0.0 0.0
H 2.910781 3.990318 -3.978931 0.0 0.0 0.0
H 1.755549 4.700320 -5.100339 0.0 0.0 0.0
H -2.349190 1.992315 -1.172426 0.0 0.0 0.0
H -3.061759 3.296327 -2.015981 0.0 0.0 0.0
```
Positions in Å, forces in eV/Å.

(2)
C33H37InN6O3 | the ωB97M-V functional and the def2-TZVPD basis

XYZ file:
```
80
Properties=species:S:1:pos:R:3:forces:R:3
In 0.624563 -0.273553 -0.359548 -2.2 -0.8 2.6
O -2.957034 0.957485 -2.628129 0.7 1.1 -0.5
C -2.908073 2.317868 -2.743796 0.0 -0.4 0.9
C -3.970516 3.058864 -3.309562 0.8 -0.2 0.2
C -3.865122 4.452836 -3.291165 1.8 -0.5 1.1
C -2.820878 5.139605 -2.585321 1.0 -1.1 0.2
C -1.754742 4.404718 -1.956061 -2.5 0.0 -2.0
C -1.806526 3.010078 -2.136073 0.2 -0.4 1.6
C -0.819999 2.203028 -1.340011 0.3 1.2 -1.9
O -0.821720 0.929175 -1.550435 0.4 0.6 0.7
N 0.146658 2.885195 -0.648041 -1.7 -1.7 -0.1
N 0.857480 1.946210 -0.039069 3.5 1.5 1.2
C 2.004368 2.318649 0.553129 -3.1 -0.9 -1.6
C 2.982677 1.336722 0.746322 3.3 -1.8 -0.1
C 4.384766 1.710182 0.861446 -1.3 1.6 0.3
C 5.362235 0.769713 1.079500 2.0 0.6 0.2
C 5.033177 -0.599914 1.084266 -0.7 1.6 -0.6
C 3.733240 -0.892384 0.765074 -0.8 1.0 0.6
N 2.722897 0.014286 0.618554 0.9 0.0 0.4
H -1.995345 0.716940 -2.227487 -1.7 0.2 -0.4
H -4.844860 2.527438 -3.723215 0.7 0.4 0.1
H -4.544683 4.990350 -3.893581 -0.9 0.8 -0.2
H -2.769110 6.225254 -2.546913 -0.3 -0.2 -0.2
H -0.905647 4.828197 -1.425958 -0.4 0.1 -0.1
H 2.272362 3.334807 0.628285 0.1 1.2 0.0
H 4.552826 2.827613 0.785980 0.3 -1.5 0.3
H 6.476757 1.067174 1.245911 -2.3 -0.4 -0.4
H 5.782080 -1.333407 1.217572 0.4 -0.7 0.2
H 3.409986 -1.897108 0.759338 -0.4 -1.1 -0.3
C 2.952416 0.949826 -4.120240 -0.3 -0.6 -0.7
C 2.373736 -0.106583 -3.225679 -1.3 2.5 1.2
O 1.763821 0.287786 -2.189221 1.2 -1.0 -1.8
N 2.488209 -1.372297 -3.574617 0.5 -1.0 0.7
C 2.042858 -2.375499 -2.603430 -0.2 -0.8 -0.2
C 0.540111 -2.551699 -2.720010 -1.2 -0.2 -1.5
C -0.021688 -3.168406 -3.877295 0.6 -0.4 0.9
C -1.404840 -3.342706 -3.952262 0.0 -0.1 -1.1
C -2.221367 -2.719375 -2.990785 -0.3 -0.2 0.5
C -1.591316 -2.136495 -1.902578 0.4 -0.3 0.4
N -0.250117 -2.019477 -1.769827 0.3 -0.6 -0.8
H 2.930914 0.571114 -5.172524 0.4 0.5 0.8
H 3.968040 1.081713 -3.743159 0.1 0.4 -0.4
H 2.352965 1.872606 -4.050899 0.4 -0.5 0.1
H 3.183310 -1.634869 -4.264879 -0.4 0.2 0.1
H 2.179779 -2.039869 -1.570503 0.7 0.0 -0.2
H 2.643380 -3.306500 -2.794611 -0.9 0.8 0.3
H 0.641331 -3.611690 -4.666635 -0.7 0.5 1.0
H -1.724495 -3.986532 -4.818610 -0.3 1.0 1.1
H -3.334483 -2.653561 -2.873856 1.2 -0.7 -0.9
H -2.204801 -1.897609 -1.030669 0.5 0.7 -0.2
C 1.255445 -3.482477 3.736576 -1.0 2.0 1.7
C 0.337718 -2.965227 2.609957 -0.8 -0.1 0.6
C -0.153936 -4.115652 1.741471 -1.6 -0.4 0.2
C -0.813580 -2.074862 3.102780 1.0 0.7 0.0
C -1.578861 -2.370664 4.211653 1.3 -1.6 -0.7
C -2.411208 -1.458392 4.735910 -2.3 1.2 2.0
C -2.492415 -0.154651 4.243089 -0.4 -0.2 0.4
C -1.758071 0.246939 3.148972 0.6 -1.2 -0.6
C -1.731388 1.639315 2.620118 1.0 0.6 -0.1
C -0.598091 2.399233 3.349545 -0.5 0.7 0.3
C -3.045710 2.399780 2.677433 -0.1 1.8 0.3
C -0.987100 -0.789692 2.412291 -1.5 -1.2 2.7
N -0.793177 -0.757519 1.142038 1.8 1.2 -4.1
H 2.248155 -3.679984 3.347149 0.1 -0.6 0.1
H 0.783314 -4.285973 4.322588 0.5 -0.1 -0.4
H 1.361393 -2.611766 4.496264 0.0 -1.3 -1.2
H 0.989377 -2.288668 2.082995 0.1 0.2 -0.9
H -0.846976 -4.777522 2.322583 0.7 0.4 0.0
H 0.653168 -4.739475 1.394416 0.4 -0.3 -0.4
H -0.826594 -3.826029 0.910458 0.7 0.3 0.2
H -1.566691 -3.369776 4.644936 0.3 0.0 0.0
H -3.067934 -1.711538 5.606914 0.7 0.1 -0.9
H -3.241967 0.452302 4.768231 0.5 0.4 -0.5
H -1.425129 1.588405 1.552044 -0.3 -0.1 0.6
H -0.778501 2.518561 4.412175 -0.2 -0.6 0.4
H -0.559186 3.438884 3.073760 0.0 0.6 -0.8
H 0.409842 2.025590 3.233882 0.1 -0.6 -0.2
H -3.381217 2.837686 3.647737 0.7 -0.7 -0.1
H -3.859059 1.770223 2.377690 -0.5 -0.3 -0.5
H -2.991162 3.327059 2.045603 -0.1 -0.9 0.1
```
Positions in Å, forces in eV/Å.

(3)
C33H37N7ORbS2 | the ωB97M-V functional and the def2-TZVPD basis

Summary:
- Multiplicity: 2
- ⟨S²⟩: 0.76
- Net charge: -2

XYZ file:
```
81
Properties=species:S:1:pos:R:3:forces:R:3
Rb 10.009653 12.002439 10.555378 0.3 -0.1 -0.1
C 12.301212 14.466998 8.876953 0.3 -1.0 -0.2
C 13.333240 13.596123 9.355571 -1.2 -0.5 -1.3
C 13.291989 12.404892 8.559288 -1.1 1.1 -0.3
C 12.224129 12.530556 7.611136 0.5 1.3 1.0
C 11.631725 13.821801 7.792861 0.9 -0.6 0.8
C 10.572158 14.459286 6.963142 -0.4 0.2 0.0
C 11.794946 11.503268 6.626009 -0.2 -0.7 0.0
C 14.220526 11.254241 8.668460 0.4 -0.5 0.3
C 14.327192 13.867534 10.418937 0.4 0.2 0.6
C 12.009775 15.849255 9.361627 -0.1 0.1 -0.1
H 10.974151 15.283721 6.342119 -0.2 -0.2 0.1
H 9.785747 14.905241 7.608064 0.1 -0.2 -0.5
H 10.103475 13.723112 6.285751 0.0 0.4 0.2
H 12.668498 11.111951 6.075528 -0.3 0.0 0.0
H 11.071941 11.921680 5.903889 0.3 -0.3 0.2
H 11.309894 10.629233 7.135183 0.3 0.5 -0.5
H 14.046344 10.672717 9.594819 0.2 0.0 -0.4
H 15.274701 11.603710 8.715267 -0.3 -0.3 -0.1
H 14.102630 10.563745 7.809485 0.2 0.3 0.5
H 15.309233 14.179432 10.001446 -0.2 -0.2 0.2
H 14.503464 12.966811 11.049311 0.0 0.5 -0.2
H 13.991331 14.698674 11.075271 0.2 -0.5 -0.2
H 12.372631 16.617721 8.643967 -0.1 -0.1 0.4
H 12.482085 16.016587 10.342020 -0.1 0.2 -0.3
H 10.921004 16.006529 9.481550 0.3 0.1 0.0
N 7.707860 15.023789 9.573110 -0.6 0.4 -0.1
C 6.862090 13.960607 9.326285 1.9 -1.1 0.5
N 7.330921 12.695052 9.335256 -2.8 2.0 -0.5
C 6.226722 11.857842 9.086946 0.1 0.8 0.0
C 5.014146 12.482934 8.862063 0.1 -1.9 0.0
S 5.156526 14.172575 8.994621 0.8 0.3 0.1
C 6.476843 10.412572 9.198042 -0.6 -1.2 0.2
C 5.513825 9.403866 9.061775 0.1 2.8 -0.5
S 6.150167 7.892772 9.453116 1.0 -0.4 0.3
C 7.698808 8.667186 9.795146 1.2 1.9 0.0
N 7.744374 10.016240 9.606492 -1.6 -2.6 -0.1
N 8.797874 7.998445 10.208865 -0.7 -0.8 0.1
H 8.550564 14.825609 10.114795 -0.6 -0.1 -0.1
H 7.296098 15.941989 9.773529 0.3 -0.9 -0.1
H 4.048688 11.974190 8.671856 0.9 0.6 0.2
H 4.480013 9.585773 8.750001 0.5 -0.3 0.2
H 8.669869 7.011131 10.454378 0.2 0.9 -0.1
H 9.594551 8.529396 10.690807 0.0 -0.1 0.0
C 12.225813 13.275836 13.575367 -0.6 -0.4 -0.4
N 10.814449 13.236348 13.130680 0.6 0.9 1.1
C 10.019806 13.933267 13.869105 -0.5 -0.7 -0.4
C 8.604696 13.986479 13.598786 -1.3 0.9 0.8
C 7.631608 14.645410 14.458020 1.2 -0.9 -1.3
C 6.396167 14.433862 13.845199 0.0 -0.1 -0.4
C 6.657225 13.685647 12.667225 1.5 -0.1 0.3
N 8.010845 13.410731 12.505228 -1.7 0.7 0.9
C 12.510964 12.291776 14.693624 0.5 0.1 0.3
C 11.919191 11.023460 14.722164 -0.3 -0.1 0.1
C 12.244848 10.119944 15.739217 -0.1 0.0 0.1
C 13.158584 10.465238 16.737973 0.1 0.4 -0.1
C 13.753653 11.738297 16.715955 -0.1 -0.2 -0.1
C 13.434476 12.642236 15.703462 -0.3 -0.3 -0.3
H 12.507917 14.292987 13.892700 0.1 -0.2 -0.1
H 12.822151 12.990694 12.695015 0.1 0.2 0.3
H 10.321713 14.466345 14.803223 0.2 -0.2 -0.6
H 7.864555 15.189524 15.359911 -0.1 0.0 0.1
H 5.435108 14.799795 14.208663 0.2 -0.2 -0.2
H 5.929210 13.296817 11.958352 0.1 0.1 0.1
H 11.165096 10.733019 13.970477 0.6 0.3 0.3
H 11.759049 9.132804 15.758295 0.3 0.5 -0.1
H 13.397480 9.755490 17.533211 0.0 0.2 -0.2
H 14.472052 12.040579 17.484075 -0.2 -0.2 -0.2
H 13.912319 13.632745 15.682281 -0.3 -0.5 0.0
O 10.852311 9.225652 11.487977 -0.2 0.1 -0.1
N 12.044718 8.791339 10.999228 -0.9 0.6 0.4
C 13.171143 8.943125 11.782458 1.6 -1.1 -0.9
C 14.374912 8.395739 11.324053 -1.5 0.8 0.8
C 14.430186 7.732905 10.083092 0.8 -0.4 -0.2
C 13.278726 7.704631 9.281893 -1.6 0.3 0.2
C 12.073103 8.261190 9.729084 1.8 -1.0 -0.8
H 13.046403 9.424628 12.742531 -0.1 0.1 -0.2
H 15.268708 8.522984 11.928696 -0.2 0.0 0.0
H 15.353917 7.234961 9.773104 -0.3 0.3 0.0
H 13.306893 7.227617 8.301744 -0.1 0.2 0.2
H 11.139608 8.253576 9.159952 0.5 0.1 0.3
```
Positions in Å, forces in eV/Å.

(4)
C33H38BrN6NiO2S | the ωB97M-V functional and the def2-TZVPD basis

Summary:
- Net charge: -1

XYZ file:
```
82
Properties=species:S:1:pos:R:3:forces:R:3
Ni 0.289650 -0.328301 0.303060 0.1 -0.3 0.1
C -0.534611 -2.158331 3.504410 0.0 0.0 0.0
C -0.990745 -3.301046 2.599070 0.0 0.0 0.0
C -1.047197 -2.968359 1.103867 0.0 0.0 0.0
N 0.128264 -2.261125 0.621413 0.0 0.1 -0.1
C 1.192357 -2.939428 0.285318 0.0 0.0 0.0
C 1.324070 -4.352316 0.440906 0.0 0.0 0.0
C 2.416305 -5.179032 0.323841 0.0 0.0 0.0
C 3.744663 -4.897805 0.009465 0.0 0.0 0.0
C 4.224001 -3.659438 -0.372911 0.0 0.0 0.0
C 3.558916 -2.464041 -0.591127 0.0 0.0 0.0
C 2.198046 -2.110086 -0.430868 0.0 0.0 0.0
N 1.669160 -0.980807 -0.860500 0.1 0.1 0.1
C 2.392453 -0.148939 -1.800037 -0.1 0.0 0.0
C 2.865476 1.160538 -1.187988 0.0 0.0 0.0
C 1.669465 2.035088 -0.844612 -0.1 0.0 0.0
N 0.870211 1.486792 0.236500 0.0 0.0 0.0
C 0.732489 2.138542 1.366879 0.0 0.0 0.0
C 1.550274 3.238400 1.749483 0.0 0.0 0.0
C 1.413856 4.169851 2.752796 0.0 0.0 0.0
C 0.422071 4.323352 3.715257 0.0 0.0 0.0
C -0.631601 3.448034 3.913026 0.0 0.0 0.0
C -0.947595 2.250355 3.295186 0.0 0.0 0.0
C -0.333226 1.549144 2.222959 0.0 0.0 0.0
N -0.722031 0.369260 1.800091 0.0 0.1 0.0
C -1.878639 -0.257633 2.413530 0.0 0.0 0.0
C -1.554299 -1.039090 3.686114 0.0 0.0 0.0
H 0.396946 -1.739444 3.114619 0.0 0.0 0.0
H -0.297798 -2.570600 4.489862 0.0 0.0 0.0
H -1.984476 -3.643762 2.909737 0.0 0.0 0.0
H -0.309817 -4.144379 2.746991 0.0 0.0 0.0
H -1.905083 -2.360153 0.841073 0.0 0.0 0.0
H -1.186810 -3.891202 0.533485 0.0 0.0 0.0
H 0.418147 -4.858587 0.739741 0.0 0.0 0.0
H 2.205510 -6.222238 0.543256 0.0 0.0 0.0
H 4.452251 -5.715827 0.059705 0.0 0.0 0.0
H 5.293400 -3.611440 -0.559794 0.0 0.0 0.0
H 4.199144 -1.657337 -0.920374 0.0 0.0 0.0
H 1.704430 0.090644 -2.618431 0.0 0.0 0.0
H 3.221053 -0.694327 -2.251424 0.0 0.0 0.0
H 3.492270 1.685790 -1.915441 0.0 0.0 0.0
H 3.471119 0.970689 -0.296212 0.0 0.0 0.0
H 1.016690 2.097434 -1.721388 0.0 0.0 0.0
H 1.968575 3.060058 -0.638708 0.0 0.0 0.0
H 2.427877 3.375786 1.134307 0.0 0.0 0.0
H 2.204953 4.914036 2.779331 0.0 0.0 0.0
H 0.489651 5.182368 4.370701 0.0 0.0 0.0
H -1.316587 3.722598 4.711156 0.0 0.0 0.0
H -1.808467 1.758799 3.724257 0.0 0.0 0.0
H -2.331999 -0.890556 1.660173 0.0 0.0 0.0
H -2.638579 0.495469 2.642026 0.0 0.0 0.0
H -2.490385 -1.457821 4.074468 0.0 0.0 0.0
H -1.181482 -0.341804 4.442937 0.0 0.0 0.0
S -1.203419 4.228122 -1.244308 0.1 0.0 -0.1
C -2.563017 3.335895 -0.794537 0.0 0.0 0.1
N -2.935050 3.250459 0.494612 0.0 0.0 0.0
C -4.109815 2.534516 0.957772 0.0 0.0 0.0
C -4.388736 1.368109 0.027622 0.0 0.0 0.0
C -4.496207 1.891198 -1.394347 0.1 0.0 0.1
N -3.331663 2.714236 -1.701219 0.0 0.0 0.0
H -2.307805 3.681223 1.153255 0.0 0.0 0.0
H -4.976385 3.207447 0.988887 0.0 0.0 0.0
H -3.921787 2.198559 1.977917 0.0 0.0 0.0
H -5.313305 0.864410 0.310796 0.0 0.0 0.0
H -3.576620 0.639882 0.067410 0.0 0.0 0.1
H -5.407693 2.486450 -1.518233 0.0 0.0 0.0
H -4.521897 1.054610 -2.091304 0.0 0.0 0.0
H -2.954340 2.708911 -2.633945 0.0 0.0 0.0
Br -3.095063 -0.757190 -7.075033 0.0 0.0 0.0
C -2.344520 -0.156560 -5.426251 0.0 0.0 0.0
C -1.402133 0.860161 -5.456156 0.0 0.0 0.0
C -0.862335 1.294642 -4.253087 0.0 0.0 0.0
C -1.253601 0.709329 -3.055877 0.1 0.0 -0.1
C -2.200561 -0.304634 -3.043410 -0.1 0.0 -0.1
C -2.758882 -0.736753 -4.242887 0.0 0.0 0.0
C -2.671921 -0.911007 -1.717322 0.0 -0.2 0.0
O -3.711186 -1.593846 -1.751844 0.1 0.1 0.0
O -1.968236 -0.624057 -0.717720 -0.1 0.1 0.0
H -1.106166 1.304639 -6.396526 0.0 0.0 0.0
H -0.139447 2.102249 -4.251622 0.0 0.0 0.0
H -0.845117 1.047273 -2.111890 0.0 0.0 0.0
H -3.508507 -1.515445 -4.211836 0.0 0.0 0.0
```
Positions in Å, forces in eV/Å.

For the records above, the corresponding energy above the lowest of the compared OMol25 structures with the same formula, charge and spin values read 56.7; 250.2; 0.0; 0.0 kJ/mol.
For the records above, the corresponding DFT total energy values read -71074.94191; -55074.12528; -69623.84137; -169797.45367 eV.